Entry 1:
8
Properties=species:S:1:pos:R:3:forces:R:3:mulliken_charge:R:1 method="wB97M-V/def2-TZVPD" e_above_lowest_kj_mol=334.7 smiles=OC1NN1 molar_mass_da=60.1 homo_lumo_gap_ev=10.5715 e_homo_ev=-9.6 total_energy_ev=-6127.0389
O -0.3097 1.5034 -0.0209 -1.6 -0.5 0.1 -0.491
C 0.3733 0.3195 0.0162 0.7 -0.8 -0.2 0.204
N 0.0461 -0.8663 -0.7134 0.5 0.3 -1.6 -0.413
N -0.0953 -0.8748 0.7330 0.4 1.7 1.7 -0.443
H -1.2561 1.2809 0.0289 0.2 0.4 0.1 0.323
H 1.3864 0.6458 -0.1195 0.8 -0.6 0.7 0.339
H -0.8385 -0.6876 -1.2369 0.2 -0.8 1.2 0.232
H 0.6938 -1.3210 1.3126 -1.2 0.3 -2.1 0.248


Entry 2:
11
Properties=species:S:1:pos:R:3:forces:R:3:mulliken_charge:R:1 method="wB97M-V/def2-TZVPD" e_above_lowest_kj_mol=485.8 molar_mass_da=100.1 homo_lumo_gap_ev="7.3490 / 8.0331" e_homo_ev="-8.6 / -9.4" total_energy_ev=-10142.0994
N -2.0261 -0.7418 0.2151 0.7 0.4 -0.4 -0.420
C -0.7340 -0.2557 0.1024 0.3 0.3 -0.3 0.470
N -0.1988 0.4776 1.1492 -1.1 -0.6 0.5 -0.573
N 1.0148 0.6458 0.8131 1.7 -0.1 -0.2 0.202
C 1.3273 0.2739 -0.5937 -2.1 2.1 1.1 0.364
O 2.1290 1.0691 -1.0809 -0.5 -1.8 -0.8 -0.535
N 0.0660 -0.3678 -0.9455 0.7 0.0 -0.5 -0.518
H -2.6470 -0.2904 0.8833 0.6 -0.1 -0.1 0.272
H -2.4637 -0.8936 -0.6827 0.1 -0.2 0.1 0.272
H 1.5805 1.3771 1.2309 -0.1 -0.2 0.2 0.284
H 1.9518 -1.2942 -1.0912 -0.2 0.0 0.5 0.183


Entry 3:
17
Properties=species:S:1:pos:R:3:forces:R:3:mulliken_charge:R:1 method="wB97M-V/def2-TZVPD" e_above_lowest_kj_mol=245.8 smiles="CC(=O)O.CNN" molar_mass_da=106.1 homo_lumo_gap_ev=9.7991 e_homo_ev=-9.0 total_energy_ev=-10346.9399
C -0.6704 2.1221 0.2250 -0.6 -0.9 0.1 -1.036
C 0.5557 1.4627 -0.3257 2.9 1.9 0.4 0.966
O 1.0249 1.6381 -1.4311 -0.8 -1.0 1.6 -0.565
O 1.4957 1.1385 0.8165 -1.0 0.6 -2.0 -0.585
H -0.5613 3.2042 0.1411 0.2 -0.1 -0.1 0.336
H -0.8245 1.8524 1.2705 0.0 0.0 -0.2 0.294
H -1.5385 1.8001 -0.3553 0.1 0.1 0.1 0.263
H 2.3755 1.1521 0.3962 -0.4 -0.1 0.1 0.311
C 0.4646 -1.9360 -0.7098 0.2 0.2 0.3 -1.021
N -0.0906 -0.8286 0.0670 0.3 -0.1 0.2 -0.050
N -1.3627 -1.1401 0.6474 0.3 0.2 0.5 -0.695
H -0.2256 -2.2538 -1.4962 0.0 0.1 0.1 0.318
H 1.3982 -1.6187 -1.1791 0.0 0.0 0.0 0.334
H 0.6781 -2.7825 -0.0513 0.0 -0.3 -0.1 0.329
H 0.6188 -0.4864 0.7792 -1.7 -0.9 -0.8 0.329
H -2.0418 -1.3866 -0.0744 0.5 0.2 0.0 0.239
H -1.2961 -1.9377 1.2800 0.0 0.0 -0.2 0.232


Entry 4:
64
Properties=species:S:1:pos:R:3:forces:R:3:mulliken_charge:R:1 method="wB97M-V/def2-TZVPD" e_above_lowest_kj_mol=467.5 charge=-1 molar_mass_da=759.6 homo_lumo_gap_ev=6.4241 e_homo_ev=-4.3 total_energy_ev=-88212.2934
N 3.4664 -1.2616 4.1543 0.0 -0.3 0.0 -0.876
Sb 3.9481 -0.6878 2.1701 0.1 -0.9 2.1 0.610
Cl 4.5770 -0.2198 -0.1569 0.2 0.3 -1.0 -0.491
C 3.2426 1.3790 2.4984 -0.2 1.8 -0.1 -1.160
C 2.3578 2.0027 1.3122 -0.5 1.2 0.3 -0.329
C 0.8539 2.4156 1.7782 0.3 -0.3 0.4 -0.868
C -0.1288 1.1715 1.9270 -2.3 -2.7 0.5 0.758
C -1.2507 1.1576 3.0115 0.6 -2.7 -2.4 -0.575
C -2.1923 -0.0593 3.1438 2.4 0.3 -1.9 -0.392
C -2.0343 -1.3048 2.2451 2.3 2.2 -0.8 -0.430
C -0.9227 -1.3530 1.1744 -0.4 4.0 2.5 -0.558
C -0.0094 -0.0914 1.0387 -1.7 -0.2 1.7 -0.260
H 4.1475 -0.8813 4.8249 -0.3 -0.5 -0.4 0.205
H 3.5301 -2.2955 4.1391 0.1 0.9 0.4 0.218
H 2.3788 -1.2860 1.7068 0.0 0.3 -0.3 -0.047
H 4.5692 -2.3285 1.9113 0.0 0.2 -0.2 -0.155
H 5.5690 -0.2275 2.7250 -0.1 0.2 -0.3 -0.096
H 4.1863 2.0423 2.5955 -1.3 -1.2 -0.2 0.336
H 2.7004 1.4812 3.5158 0.7 -0.5 -1.6 0.415
H 2.3077 1.3752 0.3631 0.2 0.7 1.4 0.242
H 2.8527 3.0033 1.0072 -0.8 -1.6 0.3 0.277
H 0.4226 3.2331 1.0839 0.5 -1.5 0.8 0.339
H 0.9608 2.9321 2.8084 -0.3 -0.9 -1.5 0.290
H -1.3487 2.0692 3.7022 0.1 -1.6 -1.1 0.236
H -2.9961 -0.0031 3.9599 1.3 -0.3 -1.4 0.411
H -2.6992 -2.2272 2.3502 0.9 1.6 0.0 0.322
H -0.7229 -2.2395 0.4861 -0.5 1.4 1.2 0.326
H 0.8222 -0.1466 0.2465 -1.5 0.2 1.5 0.259
C -5.9639 0.2837 2.2323 0.7 0.3 -0.4 -0.627
C -6.6713 0.4875 3.5891 0.0 0.8 -0.7 0.886
C -7.4188 -0.7242 4.1426 -0.2 -0.4 0.7 0.080
F -8.4224 -1.1252 3.3384 0.1 0.1 0.0 -0.223
F -7.9882 -0.4217 5.3385 0.2 0.2 0.0 -0.280
F -7.4884 1.5661 3.5027 -0.1 -0.3 0.1 -0.287
F -5.7031 0.8243 4.4923 -0.1 -0.5 0.0 -0.311
O -6.6573 0.7563 1.0684 -1.3 -0.9 0.3 -0.415
C -7.6006 -0.1117 0.4779 2.0 0.1 0.4 0.748
C -9.0228 0.4572 0.5125 -0.6 0.4 0.1 0.196
F -9.4394 0.6754 1.7793 0.3 0.0 -0.1 -0.216
F -9.9032 -0.4118 -0.0431 0.3 -0.1 -0.1 -0.259
F -7.5099 -1.3327 1.0373 -0.5 0.0 -0.3 -0.274
F -7.2110 -0.2622 -0.8096 -0.5 0.2 0.0 -0.295
H -5.0592 0.8981 2.2665 -0.2 0.0 0.1 0.409
H -5.5961 -0.7372 2.1022 -0.3 0.0 0.1 0.341
H -6.7414 -1.5685 4.3011 0.1 0.1 -0.1 0.291
H -9.0785 1.4040 -0.0290 0.2 -0.1 -0.1 0.229
C 5.2276 -0.8018 -4.1786 0.3 0.0 0.9 -0.428
C 3.8702 -0.3323 -4.7447 0.6 0.7 0.5 0.834
C 3.3088 -1.1538 -5.9037 -0.7 -0.2 -0.3 0.114
F 4.1093 -1.1351 -6.9884 0.0 0.1 0.0 -0.224
F 2.1132 -0.6485 -6.3059 0.0 0.1 0.2 -0.280
F 3.9609 0.9796 -5.0768 -0.1 -0.2 -0.3 -0.284
F 2.9721 -0.3963 -3.7206 0.0 -0.4 -0.4 -0.315
O 6.3921 -0.0992 -4.6389 -0.2 -0.3 -1.6 -0.403
C 6.9754 -0.5310 -5.8484 -0.5 -0.6 2.0 0.782
C 6.9385 0.5484 -6.9350 -0.1 0.6 -0.4 0.204
F 5.6717 0.9154 -7.2275 0.2 -0.1 0.2 -0.214
F 7.4880 0.0910 -8.0884 0.1 -0.2 0.2 -0.263
F 6.4112 -1.6893 -6.2398 0.3 0.2 -0.5 -0.278
F 8.2646 -0.8253 -5.5545 0.0 0.4 -0.4 -0.302
H 5.1990 -0.5889 -3.1048 -0.1 0.2 -0.1 0.223
H 5.3538 -1.8858 -4.2388 -0.1 0.1 -0.3 0.336
H 3.1472 -2.1947 -5.6088 0.1 0.1 0.2 0.274
H 7.4837 1.4403 -6.6187 0.1 -0.1 0.2 0.229